[1]
Density functional theory data (ωB97M-V/def2-TZVPD) for a structure of composition C24H20F2HfIN2O5 at a distorted geometry.

Element x y z (Å)
Hf  0.60680  0.55370  -0.26068
O  -0.83790  -3.74524  -1.36374
C  0.40176  -4.14498  -1.69593
C  0.54169  -5.34253  -2.39971
C  1.78982  -5.78990  -2.78394
C  2.92982  -5.05345  -2.47398
C  2.80378  -3.87829  -1.75918
C  1.55314  -3.41382  -1.35301
C  1.43974  -2.17678  -0.54982
O  0.27350  -1.63068  -0.37116
N  2.53134  -1.71615  0.00657
N  2.21611  -0.58561  0.74038
C  2.88554  -0.33679  1.80140
C  2.45810  0.66952  2.74346
C  3.30970  1.00788  3.80488
C  2.90376  1.83152  4.82828
C  1.59080  2.31301  4.82073
C  0.72830  1.98853  3.80117
C  1.12694  1.18410  2.70968
O  0.27346  0.89960  1.76883
H  -0.75568  -2.84470  -0.97345
H  -0.35518  -5.89897  -2.64185
H  1.88105  -6.71886  -3.33390
H  3.90760  -5.39834  -2.78582
H  3.66767  -3.28723  -1.48852
H  3.73763  -0.96780  2.05371
H  4.31387  0.59617  3.80012
H  3.57885  2.08872  5.63429
H  1.24688  2.94881  5.62839
H  -0.28958  2.35912  3.79027
C  -3.90920  0.16639  0.58592
C  -2.59759  0.82226  0.22912
O  -1.61357  0.09409  0.09179
C  -2.54467  2.25540  0.03011
C  -3.58568  3.10548  0.44207
C  -3.54270  4.45680  0.21657
C  -2.44235  5.00006  -0.46703
C  -1.41796  4.20030  -0.89716
C  -1.41822  2.80382  -0.65029
O  -0.44926  2.07766  -1.09369
H  -3.76616  -0.91139  0.59736
H  -4.66875  0.42636  -0.15192
H  -4.25223  0.49271  1.56848
H  -4.43530  2.68322  0.96560
H  -4.34091  5.10071  0.56251
H  -2.40566  6.06616  -0.65855
H  -0.55918  4.60408  -1.41787
F  1.41640  3.10458  0.66034
C  2.19736  2.19905  -0.12416
F  2.33724  2.87681  -1.35035
H  3.19796  2.27114  0.31806
I  -0.62862  -0.40413  -3.14096
C  1.33298  0.17436  -2.36313
H  1.59363  1.03346  -2.97902
H  1.97589  -0.65585  -2.65809

Force components x, y, z for each atom (eV/Å):
-2.03 -0.88 0.11
-0.02 -0.15 -0.01
0.14 0.12 -0.01
-0.11 -0.05 -0.04
0.01 0.04 0.04
0.11 -0.01 -0.01
-0.10 -0.03 0.01
-0.22 0.00 -0.04
0.68 -0.21 0.55
0.37 0.00 -0.08
0.22 -0.51 -0.06
0.64 -0.39 0.31
-0.15 -0.11 -0.12
-0.20 0.15 0.08
0.00 -0.03 -0.08
0.04 0.03 0.08
0.03 -0.02 -0.06
-0.12 0.02 -0.13
0.28 -0.03 0.51
0.27 0.16 0.44
0.00 0.04 0.00
0.01 0.02 0.00
-0.03 0.00 -0.01
-0.02 0.00 0.00
0.02 -0.01 0.00
0.00 -0.05 -0.05
0.00 -0.01 0.03
0.01 -0.01 -0.02
-0.01 0.00 -0.01
0.01 0.01 -0.01
0.07 -0.10 -0.08
-0.08 -0.10 0.11
-0.36 -0.10 0.24
0.37 0.22 -0.19
-0.06 -0.11 0.04
-0.03 0.13 0.02
-0.05 -0.10 0.02
0.15 -0.04 -0.03
-0.49 0.30 -0.02
-0.20 0.88 -0.11
0.02 0.02 0.02
-0.05 0.03 0.05
0.00 0.04 -0.01
0.01 0.00 -0.02
-0.01 -0.03 -0.01
0.02 0.00 0.01
0.00 -0.02 0.01
0.37 0.31 0.01
0.02 1.03 -0.25
0.18 0.00 0.10
-0.02 -0.27 0.09
-0.02 -0.09 -0.68
0.40 -0.12 -0.76
-0.02 0.05 0.06
-0.03 -0.02 -0.02

## Properties
Calculated total energy ... -1957.94261 Eh
Spin multiplicity ... 1
Charge ... -1
ΔE to the lowest compared entry with this formula, charge and spin ... 60.6 kJ/mol
Kohn-Sham gap ... 7.735 eV
Strongest force on any atom ... 2.2 eV/A



[2]
Density functional theory data (ωB97M-V/def2-TZVPD) for a structure of composition C24H20FeN2O4 at a distorted geometry.

Element x y z (Å)
O  -4.31717  0.93462  2.27058
N  -3.97066  0.04989  3.08771
O  -4.78437  -0.46082  3.88615
C  -2.59210  -0.38707  3.07982
C  -2.14953  -1.29205  4.05137
C  -0.87404  -1.82645  3.88124
C  -0.04576  -1.42464  2.81212
C  -0.40004  -0.35435  1.94399
C  0.75544  0.36535  1.23568
N  0.64075  1.93430  1.79785
O  1.66963  2.40293  2.29109
O  -0.42897  2.54258  1.70392
C  -1.73203  0.07874  2.04775
H  -2.82217  -1.53875  4.88103
H  -0.54125  -2.58176  4.58959
H  0.92484  -1.92109  2.67676
H  1.64833  -0.02164  1.76263
H  -2.17024  0.80267  1.37113
C  -2.55459  0.49971  -3.80371
C  -1.61706  1.56395  -3.51318
C  -1.64081  1.81083  -2.08571
C  -2.60627  0.89814  -1.48744
C  -3.17200  0.08167  -2.55657
Fe  -1.21502  -0.08702  -2.45935
C  -1.10316  -2.03253  -2.02526
C  -0.18434  -1.71549  -3.08634
C  0.68897  -0.65929  -2.61831
C  0.31839  -0.33915  -1.20534
C  1.06810  0.59401  -0.23193
C  2.63233  0.53113  -0.27816
C  3.51176  1.60982  0.01393
C  4.88700  1.38077  0.18136
C  5.40965  0.07983  0.20839
C  4.55489  -0.96822  -0.10836
C  3.19765  -0.74185  -0.36459
C  -0.83800  -1.17332  -0.90030
H  -2.82257  0.17038  -4.80285
H  -1.06824  2.15603  -4.24440
H  -1.10657  2.61195  -1.58037
H  -2.91937  0.91786  -0.44835
H  -3.96425  -0.65332  -2.45022
H  -1.83177  -2.83559  -2.02677
H  -0.10038  -2.27242  -4.02380
H  1.55643  -0.25012  -3.14917
H  0.83471  1.61344  -0.59566
H  3.14894  2.63495  0.12163
H  5.57521  2.21504  0.36125
H  6.45822  -0.12080  0.44704
H  4.91276  -1.98745  -0.14274
H  2.55413  -1.59970  -0.54435
H  -1.37541  -1.23573  0.02926

Force components x, y, z for each atom (eV/Å):
-0.51 0.99 -1.03
3.19 -0.32 -0.66
-1.27 -1.04 1.74
-1.30 0.50 -0.58
0.12 -0.09 0.05
-0.11 0.16 -0.58
0.25 -0.01 0.47
-0.47 -0.27 0.56
-0.96 2.57 2.53
0.22 -4.38 -1.73
3.09 1.21 1.73
-2.58 1.07 -0.44
-0.05 0.16 0.07
0.36 -0.04 -0.42
0.18 -0.01 -0.12
-0.27 0.36 0.20
-0.39 0.36 -0.51
0.35 0.02 0.26
-0.32 0.86 0.63
-1.01 0.06 0.62
-1.48 -0.01 -0.86
-0.79 1.11 -1.30
0.22 1.92 -0.33
0.28 -0.70 -0.38
1.02 0.04 0.12
0.50 -0.07 0.72
0.07 -0.41 1.49
0.72 -1.48 -1.00
0.39 0.34 -1.90
0.06 -0.42 0.17
-0.12 -0.35 -0.52
-0.05 -0.33 0.21
-0.40 0.17 -0.36
-0.31 0.11 -0.20
0.57 0.09 0.34
1.64 -1.02 -0.20
0.29 -0.22 0.30
-0.02 -0.48 0.22
0.01 -0.52 0.13
0.28 -0.30 -0.25
0.41 0.00 0.03
-0.14 0.38 -0.20
-0.18 0.56 0.27
-0.59 -0.09 0.25
-0.30 -0.29 0.79
-0.17 -0.45 -0.02
-0.41 -0.16 0.04
-0.22 0.16 -0.17
0.16 -0.10 0.09
0.03 0.13 -0.12
0.01 0.24 -0.12

## Properties
Calculated total energy ... -2600.02246 Eh
Spin multiplicity ... 5
Charge ... -4
Expectation value of S² ... 6.0249
Kohn-Sham gap (alpha / beta) ... 1.857 / 6.951 eV
Strongest force on any atom ... 4.7 eV/A



[3]
Density functional theory data (ωB97M-V/def2-TZVPD) for a structure of composition C24H20N5OPdSe2 at a distorted geometry.

Element x y z (Å)
Pd  -0.60275  -0.40179  -0.69220
C  -0.95035  -1.29769  3.39350
C  -0.85415  -1.29809  1.89390
N  -0.85245  -0.17889  1.21530
N  -0.96165  0.99011  1.79780
C  -1.35625  1.97781  0.96900
O  -1.93535  1.77751  -0.11230
C  -1.06775  3.34931  1.46390
C  -0.67765  4.31581  0.54230
C  -0.37435  5.59661  0.96320
C  -0.47265  5.93051  2.30390
C  -0.85795  4.97121  3.22650
C  -1.14175  3.68141  2.81270
C  -0.86375  -2.49299  1.10170
C  -0.68345  -3.78019  1.62630
C  -0.71245  -4.87099  0.78800
C  -0.93795  -4.67309  -0.56960
C  -1.16615  -3.38489  -1.01740
N  -1.14625  -2.32449  -0.21860
H  -1.01965  -0.26109  3.71570
H  -0.06615  -1.74719  3.84330
H  -1.83295  -1.84329  3.72700
H  -0.59425  4.03841  -0.49900
H  -0.05965  6.33771  0.24180
H  -0.24195  6.93731  2.63020
H  -0.93375  5.23491  4.27420
H  -1.42995  2.92181  3.52480
H  -0.49555  -3.89259  2.68230
H  -0.55065  -5.86309  1.18130
H  -0.92955  -5.50079  -1.26000
H  -1.40735  -3.20739  -2.05790
Se  1.07295  1.34231  -1.00630
Se  1.43155  -2.28839  -2.94440
C  0.13395  -1.14079  -3.57780
C  -0.03455  -0.89439  -4.95380
C  -1.07485  -0.10999  -5.37860
C  -1.95125  0.43941  -4.43820
C  -1.69755  0.20901  -3.10460
N  -0.68545  -0.55709  -2.69280
C  2.31795  0.12061  -0.28660
C  3.68205  0.42081  -0.27340
C  4.54695  -0.46579  0.32470
C  4.03705  -1.64299  0.86670
C  2.67425  -1.86519  0.77750
N  1.82585  -1.00619  0.23450
H  0.66885  -1.33429  -5.64590
H  -1.21405  0.09961  -6.43140
H  -2.80125  1.02771  -4.74740
H  -2.31475  0.67181  -2.32270
H  4.02375  1.32921  -0.74680
H  5.60645  -0.24589  0.37190
H  4.69465  -2.37099  1.32240
H  2.23375  -2.78029  1.16140

Force components x, y, z for each atom (eV/Å):
-0.34 -0.45 -1.50
-0.01 0.06 -0.39
-0.14 0.82 0.74
-0.16 -0.43 0.71
0.37 0.48 1.03
-0.53 -0.80 -0.56
0.03 0.82 0.29
0.07 0.24 0.03
-0.11 -0.12 -0.02
0.01 0.08 -0.07
0.04 0.14 0.08
0.00 0.10 0.13
-0.06 -0.12 -0.11
-0.24 -0.69 -0.34
0.02 0.48 0.15
0.00 0.09 -0.37
-0.07 -0.09 0.36
-0.11 -0.18 -0.38
0.13 -0.31 0.53
0.00 -0.08 0.07
0.09 -0.09 0.07
-0.04 -0.07 0.10
-0.05 -0.03 -0.03
0.03 0.06 -0.05
0.00 0.01 0.01
0.00 -0.03 0.03
0.01 -0.05 0.03
0.03 -0.02 0.11
0.04 -0.11 0.03
-0.08 0.00 -0.12
0.19 0.13 0.04
0.10 0.28 -0.10
0.47 -0.41 -0.14
0.60 -0.62 0.22
-0.33 0.28 -0.23
0.13 -0.05 0.00
-0.11 -0.01 0.14
-0.85 0.58 -0.54
-0.37 0.42 -0.17
-0.07 0.07 0.11
0.00 -0.07 -0.03
-0.03 -0.05 0.03
0.19 -0.08 0.00
0.28 -0.03 0.08
0.53 0.12 0.17
-0.01 -0.03 0.06
-0.01 -0.05 -0.08
-0.02 0.13 0.08
0.31 -0.22 -0.31
0.07 0.07 0.05
0.04 -0.05 -0.03
-0.04 -0.05 0.04
0.01 -0.07 0.04

## Properties
Calculated total energy ... -6206.39708 Eh
Spin multiplicity ... 1
Charge ... -1
Kohn-Sham gap ... 6.289 eV
Strongest force on any atom ... 1.6 eV/A